No. 1
Molecular formula: C11H26GeHgN2O3S2Se
Method: DFT, ωB97M-V with the def2-TZVPD basis set

```
47
Properties=species:S:1:pos:R:3:lowdin_spin:R:1
Hg -0.41 -0.68 0.53 0.025
Se 1.75 -0.48 -2.12 0.002
Ge 2.17 -1.66 -5.15 0.000
S 0.11 1.22 4.40 0.275
S -1.59 2.24 1.71 0.312
O 3.26 0.30 0.34 0.001
O -0.24 -2.30 -2.44 0.002
O 0.35 -1.20 -3.08 0.000
N 2.72 -0.03 2.53 0.007
N 1.89 1.80 1.40 0.001
C -1.55 1.01 4.16 0.174
C -2.31 0.30 5.25 0.012
C -2.27 1.47 3.04 0.146
C 3.72 -1.71 -6.36 0.000
C 0.66 -0.92 -6.15 0.000
C 2.80 -0.39 -3.74 0.000
C -3.77 1.25 3.03 0.007
C 1.84 -3.47 -4.51 0.000
C 2.64 0.67 1.34 0.001
C 1.61 2.56 0.20 0.001
C 2.37 -2.14 -1.41 0.001
H -4.02 0.19 3.13 0.004
H 2.59 -1.97 -0.36 0.000
H 1.71 -4.13 -5.37 0.000
H 3.03 -0.98 2.39 0.000
H -4.19 1.62 2.10 0.001
H 0.52 -1.47 -7.08 0.000
H 3.51 -2.36 -7.21 0.000
H 2.74 0.63 -4.10 0.000
H 1.49 -2.79 -1.55 0.000
H 4.60 -2.11 -5.84 0.000
H -0.24 -0.98 -5.55 0.000
H -3.09 0.95 5.68 0.005
H 3.84 -0.59 -3.48 0.000
H 2.29 2.23 -0.58 0.000
H 2.69 -3.84 -3.93 0.000
H -2.82 -0.59 4.87 0.005
H 1.94 0.07 3.16 0.010
H -4.25 1.77 3.87 0.004
H 1.77 3.62 0.39 0.000
H 0.85 0.13 -6.40 0.000
H 3.97 -0.72 -6.74 0.000
H 3.24 -2.47 -1.96 0.000
H 0.58 2.41 -0.13 0.000
H -1.64 0.00 6.05 0.001
H 1.18 1.84 2.14 0.003
H 0.95 -3.48 -3.88 0.000
```

Summary:
HOMO (spin up / spin down)	-3.543 / -4.342	eV
HOMO-LUMO gap (spin up / spin down)	5.902 / 6.572	eV
total charge	-1
spin multiplicity	2
molecular weight	650.6	g mol⁻¹

No. 2
Molecular formula: C27H40IrN12
Method: DFT, ωB97M-V with the def2-TZVPD basis set

```
80
Properties=species:S:1:pos:R:3:lowdin_spin:R:1
Ir -0.37 -0.09 0.48 0.568
N -2.60 3.04 1.85 0.005
N -1.52 2.40 1.65 0.003
N -3.58 2.41 1.19 0.004
N 1.44 0.80 0.01 0.000
N -1.01 0.51 -1.66 0.057
N 3.53 0.78 -0.70 0.000
N -1.77 1.34 0.84 0.005
N 0.75 -1.54 -1.38 0.169
N -1.95 -1.28 1.28 -0.005
N 0.57 -2.06 1.24 0.110
N 0.03 0.23 2.48 0.004
N -1.58 0.01 -3.75 -0.001
C -1.83 -2.67 0.78 0.001
C -0.41 -3.19 1.06 0.005
C -4.99 2.89 1.26 0.000
C 2.19 -1.25 -1.26 0.008
C -2.00 2.91 -1.79 0.001
C -3.07 1.38 0.55 0.008
C 1.13 -1.93 2.63 0.004
C -2.98 2.02 -4.31 0.000
C -5.83 2.00 2.18 0.000
C 2.07 1.98 0.47 0.001
C -2.20 1.22 -3.49 0.002
C 4.30 2.98 0.28 0.000
C -2.76 3.73 -2.60 0.000
C -1.20 -0.04 3.32 -0.001
C 3.83 4.03 1.04 0.002
C -5.91 0.55 1.71 0.000
C -0.84 -0.31 -2.69 0.008
C -5.36 2.09 3.63 0.000
C -1.94 -1.26 2.79 -0.001
C 1.60 3.06 1.22 0.002
C 3.39 1.96 0.01 0.000
C -3.29 3.28 -3.82 0.000
C 2.37 0.12 -0.68 0.004
C 0.22 -1.34 -2.74 0.009
C -1.78 1.59 -2.20 0.003
C 2.51 4.07 1.50 0.000
C 1.26 -0.47 2.95 0.005
H -0.09 -3.81 0.22 0.001
H 5.31 2.95 -0.10 0.000
H -6.18 0.47 0.65 0.000
H -2.96 -1.27 3.16 0.000
H -1.83 0.84 3.28 0.000
H 4.37 0.48 -1.17 0.000
H -2.92 4.76 -2.32 0.000
H 0.23 1.24 2.55 0.001
H -1.50 3.33 -0.94 0.000
H 2.11 -2.41 2.68 0.002
H -4.92 3.91 1.63 0.000
H -4.96 0.02 1.88 0.000
H 1.40 -0.28 4.02 0.000
H -1.57 -0.47 -4.64 0.000
H -4.34 1.70 3.75 0.000
H -0.37 -3.84 1.93 0.002
H -6.01 1.51 4.28 0.000
H 1.36 -2.27 0.65 0.002
H -2.05 -2.66 -0.29 0.000
H -6.67 0.01 2.28 0.000
H -1.48 -2.19 3.12 0.000
H 4.50 4.84 1.29 0.000
H -3.87 3.95 -4.43 0.000
H -2.85 -0.93 0.97 0.001
H -0.90 -0.16 4.36 0.000
H -2.58 -3.31 1.26 0.000
H 1.01 -0.94 -3.38 0.001
H -6.83 2.43 2.11 0.000
H 0.50 -2.47 3.33 0.000
H 0.53 -2.49 -1.12 0.001
H -5.36 2.90 0.23 0.000
H 2.10 -0.01 2.43 0.000
H 2.71 -2.00 -0.66 0.000
H 2.18 4.92 2.07 0.000
H 0.57 3.16 1.54 0.000
H 2.67 -1.28 -2.24 0.005
H -0.10 -2.28 -3.20 0.003
H -3.30 1.71 -5.29 0.000
H -5.37 3.12 4.00 0.000
H -3.64 0.70 -0.08 0.000
```

Summary:
HOMO (spin up / spin down)	-19.337 / -19.328	eV
HOMO-LUMO gap (spin up / spin down)	6.561 / 4.661	eV
total charge	+4
spin multiplicity	2
molecular weight	724.9	g mol⁻¹

No. 3
Molecular formula: C19H18F3
Method: DFT, ωB97M-V with the def2-TZVPD basis set

```
40
Properties=species:S:1:pos:R:3:lowdin_charge:R:1
F -1.71 -5.29 -1.82 0.063
F 3.22 2.35 -1.79 0.057
F -0.66 -1.80 -4.87 0.062
C 1.70 -0.52 -0.09 -0.204
C 3.00 1.38 -0.84 -0.203
C -1.83 0.31 2.83 -0.038
C -1.04 0.34 0.53 0.046
C -1.23 -3.57 -3.38 0.128
C 2.08 0.37 -1.13 0.074
C -1.11 -4.08 -2.08 -0.198
C 2.42 -0.46 1.14 0.000
C -1.45 1.10 1.60 -0.261
C 0.11 -1.64 -2.62 0.087
C -2.06 3.24 2.67 0.115
C 3.35 0.54 1.37 -0.029
C 3.64 1.51 0.39 0.056
C 0.56 -1.39 -0.13 0.035
C -0.46 -3.41 -1.05 0.081
C -0.57 -2.36 -3.60 -0.190
C -1.61 2.53 1.59 -0.301
C -1.33 3.34 0.34 -0.052
C 0.10 -2.11 -1.27 -0.174
H -2.15 4.33 2.59 0.087
H -2.29 2.78 3.63 0.064
H -0.55 4.09 0.54 0.092
H -0.68 0.80 -0.40 0.072
H 2.24 -1.23 1.89 0.132
H -2.13 0.94 3.65 0.055
H 0.61 -0.72 -2.90 0.108
H -1.28 -0.73 0.55 0.084
H 3.86 0.59 2.34 0.126
H -2.67 -0.38 2.60 0.104
H 4.32 2.34 0.58 0.137
H -2.22 3.92 0.03 0.097
H -1.81 -4.07 -4.16 0.155
H -0.37 -3.89 -0.07 0.144
H 1.64 0.34 -2.12 0.111
H 0.38 -1.91 0.81 0.134
H -0.99 -0.32 3.16 0.092
H -1.02 2.74 -0.51 0.054
```

Summary:
HOMO	-11.680	eV
HOMO-LUMO gap	5.389	eV
total charge	+1
spin multiplicity	1
molecular weight	303.3	g mol⁻¹

No. 4
Molecular formula: CH5NO2S
Method: DFT, ωB97M-V with the def2-TZVPD basis set

```
10
Properties=species:S:1:pos:R:3:lowdin_charge:R:1
S -0.20 -0.86 -0.05 0.957
O -1.78 -0.34 0.28 -0.287
O 0.56 0.65 -0.47 -0.395
N -0.20 -1.85 -1.19 -0.294
C 1.07 1.12 0.77 -0.204
H -0.77 -1.69 -2.00 -0.005
H 0.72 2.18 1.04 0.119
H -2.28 -0.56 -0.50 0.037
H 0.77 0.28 1.38 0.011
H 2.12 1.07 0.74 0.062
```

Summary:
HOMO	-10.230	eV
HOMO-LUMO gap	10.908	eV
spin multiplicity	1
molecular weight	95.1	g mol⁻¹

No. 5
Molecular formula: C8H32O9
Method: DFT, ωB97M-V with the def2-TZVPD basis set

```
49
Properties=species:S:1:pos:R:3:lowdin_charge:R:1
O 1.30 -1.68 3.73 -0.087
O 0.50 -3.50 0.74 -0.046
O 3.14 0.97 -2.44 -0.042
O 2.18 -1.23 1.19 -0.055
O 0.17 -1.37 -3.01 -0.024
O 1.41 3.53 -2.09 -0.061
O -1.26 -3.18 -1.20 -0.054
O 2.55 -2.01 -1.79 -0.030
O -1.55 2.54 -3.50 -0.085
C 0.39 3.38 1.39 0.061
C -0.42 1.00 1.50 -0.233
C -2.44 3.10 -0.31 0.038
C -2.94 -1.26 2.28 -0.092
C -1.21 2.67 -0.25 -0.195
C -1.29 -1.16 2.13 -0.232
C -1.09 -0.20 0.91 -0.201
C -0.45 2.32 0.96 -0.316
H -0.87 -2.40 -1.68 0.042
H 0.77 0.61 1.48 0.163
H 2.97 -1.24 0.68 0.014
H -0.51 1.11 2.63 0.137
H -3.10 -2.30 2.79 0.095
H -2.17 0.17 0.78 0.110
H -1.47 -3.89 -1.78 0.043
H -2.97 3.07 0.68 0.100
H -2.77 3.42 -1.25 0.039
H 3.16 0.19 -1.98 -0.048
H 1.62 -1.93 0.80 0.014
H 0.42 -1.61 -3.83 -0.022
H -1.74 2.56 -2.54 -0.009
H -0.56 2.93 -1.08 0.074
H 2.07 -2.01 3.32 -0.007
H 1.35 3.79 -1.20 -0.031
H -0.61 -0.73 0.03 0.114
H 2.73 -2.87 -1.31 0.113
H 2.79 0.67 -3.38 0.125
H -3.13 -0.41 2.97 0.070
H 0.94 -1.40 -2.37 0.034
H 1.24 -0.73 3.40 0.053
H -3.38 -1.20 1.33 0.027
H 0.89 3.17 2.38 0.077
H 0.37 -4.44 0.83 0.055
H 1.92 2.66 -2.13 0.057
H 0.55 4.29 0.88 0.035
H -0.99 -2.17 1.87 0.056
H -0.95 -0.83 3.18 0.109
H 3.27 -1.91 -2.34 0.018
H -0.23 -3.18 0.24 -0.037
H -0.58 2.68 -3.62 0.033
```

Summary:
HOMO	-8.343	eV
HOMO-LUMO gap	7.763	eV
structure (SMILES)	C=CC(=C)CCCC.O.O.O.O.O.O.O.O.O
spin multiplicity	1
molecular weight	272.3	g mol⁻¹

No. 6
Molecular formula: C4H10S3
Method: DFT, ωB97M-V with the def2-TZVPD basis set

```
17
Properties=species:S:1:pos:R:3:lowdin_charge:R:1
S -0.36 -0.65 1.34 0.798
S -0.11 2.84 1.46 0.686
S 0.05 -0.39 -1.54 0.809
C -1.76 -1.63 0.82 -0.415
C -0.28 0.47 -0.09 -1.048
C 0.65 1.68 0.27 -0.638
C 1.66 -1.05 -1.10 -0.417
H 2.06 -1.65 -2.02 0.071
H -1.53 -2.47 0.17 0.036
H -1.31 0.75 -0.24 0.038
H -2.37 -1.79 1.66 0.016
H 0.97 2.13 -0.71 0.087
H -2.39 -1.12 0.14 0.019
H 2.44 -0.21 -1.09 0.058
H 1.61 -1.68 -0.27 -0.013
H 1.58 1.31 0.66 0.047
H -0.90 3.46 0.55 -0.134
```

Summary:
HOMO	-8.411	eV
HOMO-LUMO gap	9.108	eV
structure (SMILES)	CSC(CS)SC
spin multiplicity	1
molecular weight	154.3	g mol⁻¹